Version a
The following is a DFT calculation (ωB97M-V with the def2-TZVPD basis set) of a 2-piece molecular cluster, C5H15NO overall.

As for the HOMO-LUMO gap: 9.778 eV. The value obtained for the molecular weight is 105.2 u. The HOMO energy is -8.933 eV. As for the structure (SMILES): CNCC(C)C.O.

ORCA input file:
```
! wB97M-V def2-TZVPD RIJCOSX def2/J DEFGRID3
* xyz 0 1
C -1.55430 0.40263 -1.18835
N -0.26083 -0.25736 -1.37301
C 0.66247 -0.16466 -0.25133
C 0.67786 -1.42834 0.60384
C -0.69884 -1.66887 1.21478
C 1.75287 -1.26702 1.69703
H -1.70964 0.69877 -0.15036
H -1.59575 1.31931 -1.77970
H -2.39031 -0.24911 -1.45720
H 0.13943 0.05589 -2.24142
H 1.66951 -0.01560 -0.62100
H 0.50641 0.68578 0.41154
H 0.87464 -2.25330 -0.08764
H -0.65330 -2.51180 1.90816
H -1.15070 -0.79982 1.69665
H -1.40937 -2.07178 0.48552
H 1.91706 -0.20892 1.93892
H 1.43998 -1.70304 2.63908
H 2.69250 -1.70508 1.37397
O -0.41228 3.65321 -0.58336
H 0.42807 3.19143 -0.63248
H -1.09811 3.02388 -0.81168
*
```

Version b
The following is a DFT calculation (ωB97M-V with the def2-TZVPD basis set) of a 2-piece molecular cluster, C5H15NO overall.

As for the HOMO-LUMO gap: 9.026 eV. The value obtained for the molecular weight is 105.2 u. The HOMO energy is -8.320 eV. As for the structure (SMILES): CCCN(C)C.O.

ORCA input file:
```
! wB97M-V def2-TZVPD RIJCOSX def2/J DEFGRID3
* xyz 0 1
C 0.30452 -0.89366 -2.07322
C -0.38210 0.29158 -1.36913
C 0.44610 0.65283 -0.14383
N 0.89604 -0.52777 0.60861
C -0.24905 -1.19902 1.25616
C 1.93958 -0.10773 1.50985
H 0.23812 -1.84426 -1.54832
H 1.36752 -0.64980 -2.19600
H -0.05026 -1.13845 -3.08575
H -0.51487 1.04416 -2.14603
H -1.40197 0.11671 -1.01678
H 1.25870 1.29579 -0.52141
H -0.08788 1.28090 0.59525
H 0.19668 -1.97953 1.85128
H -0.84209 -0.51534 1.89771
H -0.85659 -1.68617 0.49276
H 2.52893 -0.88361 1.97674
H 1.46787 0.31258 2.47027
H 2.49310 0.75449 1.18619
O -2.74393 1.75645 -0.23775
H -3.41134 2.44923 -0.18416
H -2.59708 1.47062 0.67758
*
```

Version c
The following is a DFT calculation (ωB97M-V with the def2-TZVPD basis set) of a 2-piece molecular cluster, C5H15NO overall.

As for the HOMO-LUMO gap: 9.233 eV. The value obtained for the molecular weight is 105.2 u. The HOMO energy is -8.417 eV. As for the structure (SMILES): CCNC(C)C.O.

ORCA input file:
```
! wB97M-V def2-TZVPD RIJCOSX def2/J DEFGRID3
* xyz 0 1
C 2.63410 1.94199 -1.31959
C 2.18886 1.55523 0.07594
N 1.15646 0.51340 0.11048
C -0.13091 0.81225 -0.49517
C -1.23020 1.11448 0.56658
C -0.49938 -0.27759 -1.48526
H 3.52032 1.35934 -1.59887
H 3.03056 2.96104 -1.39549
H 1.88495 1.80963 -2.09510
H 3.06797 1.18374 0.59632
H 1.69707 2.37001 0.61316
H 1.42671 -0.40860 -0.15828
H -0.13951 1.75827 -1.05636
H -0.98539 2.06314 1.03635
H -2.20092 1.24658 0.07987
H -1.30952 0.24886 1.22328
H -1.48076 -0.18902 -1.94400
H 0.29895 -0.34486 -2.23412
H -0.41691 -1.28533 -1.05289
O -3.36501 -4.81247 2.25370
H -4.12568 -5.08894 2.77361
H -3.73900 -3.94772 2.04171
*
```

Version d
The following is a DFT calculation (ωB97M-V with the def2-TZVPD basis set) of a 2-piece molecular cluster, C5H15NO overall.

As for the HOMO-LUMO gap: 9.255 eV. The value obtained for the molecular weight is 105.2 u. The HOMO energy is -8.480 eV. As for the structure (SMILES): CCN(C)CC.O.

ORCA input file:
```
! wB97M-V def2-TZVPD RIJCOSX def2/J DEFGRID3
* xyz 0 1
C -0.48887 -0.47681 2.93236
C 0.33888 0.24289 1.84946
N -0.20582 -0.04553 0.56783
C 0.39061 0.76353 -0.46395
C -0.09020 -1.46730 0.16285
C -0.98167 -1.78427 -1.07785
H -0.12390 -1.48306 3.11876
H -1.51074 -0.55221 2.52875
H -0.46144 0.02305 3.90422
H 0.28776 1.30688 2.01853
H 1.41133 -0.09313 1.86268
H 0.84370 1.66809 -0.12099
H 1.28802 0.23442 -0.94131
H -0.32335 0.99165 -1.27753
H 1.01065 -1.70081 0.12248
H -0.40283 -2.22334 0.88298
H -0.98218 -2.87353 -1.06705
H -1.92062 -1.22928 -0.95936
H -0.51510 -1.36558 -1.97195
O 0.72769 3.71788 -3.87128
H 1.44305 3.12539 -3.64421
H 0.26502 3.22108 -4.55544
*
```

Most stable to least stable: version a, version c, version d, version b

Version a
The following is a DFT calculation (ωB97M-V with the def2-TZVPD basis set) of a 2-piece molecular cluster, C5H15NO overall.

As for the HOMO-LUMO gap: 9.836 eV. The value obtained for the molecular weight is 105.2 u. The HOMO energy is -9.017 eV. As for the structure (SMILES): CCN(C)CC.O.

ORCA input file:
```
! wB97M-V def2-TZVPD RIJCOSX def2/J DEFGRID3
* xyz 0 1
C 1.90625 2.22537 0.05453
C 1.56316 0.97812 -0.91860
N 0.68593 0.04642 -0.18143
C 0.57436 -1.13765 -0.98673
C -0.63673 0.67196 -0.21772
C -1.37069 0.22664 1.03337
H 1.07785 2.95359 0.06179
H 2.80628 2.72035 -0.34740
H 2.11004 1.91397 1.09285
H 1.26141 1.28927 -1.93722
H 2.52911 0.44389 -1.00218
H -0.17006 -1.86834 -0.62822
H 1.55107 -1.64312 -1.07126
H 0.27093 -0.78879 -1.98815
H -0.57250 1.75837 -0.01511
H -1.17574 0.53951 -1.17551
H -1.43514 -0.87058 1.12596
H -2.39069 0.63058 0.91915
H -0.93323 0.63288 1.96084
O -2.16740 -3.55761 1.52471
H -2.66267 -2.89426 0.99280
H -2.82158 -4.27057 1.70356
*
```

Version b
The following is a DFT calculation (ωB97M-V with the def2-TZVPD basis set) of a 2-piece molecular cluster, C5H15NO overall.

As for the HOMO-LUMO gap: 10.222 eV. The value obtained for the molecular weight is 105.2 u. The HOMO energy is -9.530 eV. As for the structure (SMILES): CC(C)[C@H](C)N.O.

ORCA input file:
```
! wB97M-V def2-TZVPD RIJCOSX def2/J DEFGRID3
* xyz 0 1
C 2.17572 -1.18531 -1.63387
C 1.14044 -0.68256 -0.46912
C -0.22671 -1.57178 -0.26137
C 0.95068 0.83337 -0.61930
C 0.08735 1.28216 0.62489
N 0.69409 1.05896 -2.01559
H 2.85174 -0.37552 -1.85019
H 1.66096 -1.56508 -2.56061
H 2.68071 -2.15097 -1.34457
H 1.65805 -0.82426 0.44767
H -0.75899 -1.48625 0.79992
H -1.04631 -1.15705 -0.83219
H -0.19287 -2.60254 -0.72198
H 1.89633 1.25092 -0.33690
H 0.11545 0.41048 1.42162
H 0.57753 2.02770 1.24819
H -0.96406 1.38500 0.41947
H -0.02892 0.31253 -2.18117
H 0.27668 1.95641 -1.93682
O -3.73453 0.26533 3.59959
H -3.97430 1.07208 4.04620
H -4.49930 0.15596 2.84634
*
```

Version c
The following is a DFT calculation (ωB97M-V with the def2-TZVPD basis set) of a 2-piece molecular cluster, C5H15NO overall.

As for the HOMO-LUMO gap: 9.544 eV. The value obtained for the molecular weight is 105.2 u. The HOMO energy is -8.762 eV. As for the structure (SMILES): CCN(C)CC.O.

ORCA input file:
```
! wB97M-V def2-TZVPD RIJCOSX def2/J DEFGRID3
* xyz 0 1
C -0.79487 -0.80619 2.00969
C 0.46365 -0.60685 1.17103
N 0.30747 0.54512 0.29178
C 0.86412 1.74701 0.87084
C 0.93006 0.28394 -1.00378
C 0.65712 1.41475 -2.02803
H -0.68521 -1.43763 2.88993
H -1.24388 0.14697 2.21501
H -1.52581 -1.32428 1.38626
H 1.34035 -0.53225 1.84351
H 0.76037 -1.51102 0.63212
H 0.60549 2.61949 0.26495
H 1.96629 1.76910 0.93721
H 0.45934 1.93784 1.86707
H 0.52940 -0.62952 -1.42649
H 2.03051 0.23235 -0.94561
H -0.33796 1.80685 -1.84356
H 1.31816 2.26632 -1.88028
H 0.86720 1.05766 -3.03409
O -2.80240 -3.38031 -1.30104
H -2.13410 -2.68996 -1.29368
H -3.57531 -2.90938 -1.62284
*
```

Most stable to least stable: version c, version a, version b